Density functional theory data (ωB97M-V with the def2-TZVPD basis set) for the molecule C5H10N2.

HOMO energy   -8.92 eV
SMILES string   N[C@@H]1CN[C@H]2C[C@H]12
Energy   -8320.9189 eV
LUMO   0.0420 hartree

Geometry as ORCA input:
```
! RIJCOSX wB97M-V def2-TZVPD def2/J DEFGRID3
* xyz 0 1
N 0.62 -2.09 -0.29
C 0.87 -0.76 0.35
C -0.49 -0.58 1.16
N -1.14 0.81 0.90
C -0.71 0.95 -0.37
C 0.36 1.73 -1.11
C 0.63 0.63 -0.31
H -0.16 -1.84 -0.80
H 1.41 -2.42 -0.95
H 1.95 -1.02 0.86
H -1.19 -1.38 0.70
H -0.24 -0.53 2.23
H -2.18 0.83 1.14
H -1.15 0.25 -1.16
H 0.61 2.81 -0.86
H 0.09 1.35 -2.13
H 0.74 1.26 0.61
*
```

=====

Density functional theory data (ωB97M-V with the def2-TZVPD basis set) for the molecule C5H10N2.

HOMO energy   -9.00 eV
SMILES string   [H]/N=C(CC)\C(C)=N\[H]
Energy   -8324.8000 eV
LUMO   0.0258 hartree

Geometry as ORCA input:
```
! RIJCOSX wB97M-V def2-TZVPD def2/J DEFGRID3
* xyz 0 1
H -0.56 -0.24 -2.07
N 0.50 -0.50 -1.60
C 0.31 -0.29 -0.40
C 1.14 0.22 0.70
C 2.69 -0.19 0.32
C -1.18 0.23 0.09
C -2.44 -0.57 -0.16
N -1.22 1.49 0.21
H -2.08 1.90 0.58
H 1.17 1.31 0.75
H 0.89 -0.26 1.64
H 3.33 0.10 1.14
H 2.98 0.31 -0.61
H 2.75 -1.26 0.17
H -2.70 -0.53 -1.22
H -3.28 -0.12 0.36
H -2.29 -1.61 0.12
*
```

=====

Density functional theory data (ωB97M-V with the def2-TZVPD basis set) for the molecule C5H10N2.

HOMO energy   -10.05 eV
SMILES string   CC(C)CC1N=N1
Energy   -8324.1165 eV
LUMO   0.0310 hartree

Geometry as ORCA input:
```
! RIJCOSX wB97M-V def2-TZVPD def2/J DEFGRID3
* xyz 0 1
C -1.37 -0.33 0.70
C 0.14 0.00 0.78
C 1.16 -1.06 1.42
C 0.67 0.28 -0.67
C -0.45 1.13 -1.66
N -0.13 0.94 -3.05
N -1.21 0.52 -2.72
H -1.52 -1.23 0.17
H -1.89 0.61 0.25
H -1.78 -0.38 1.73
H 0.26 0.92 1.39
H 1.22 -2.00 0.90
H 1.02 -1.18 2.55
H 2.09 -0.47 1.43
H 0.75 -0.70 -1.20
H 1.58 0.77 -0.64
H -0.56 2.20 -1.36
*
```